# 1
Below is C3H9N3O3 in the gas phase, with properties calculated with wB97M-V/def2-TZVPD.

Last column: natural (NBO) charge in e.
Geometry (Å):
N (1.264, -0.324, 0.239)  0.174
O (-2.745, -1.276, -0.251)  -0.712
N (1.670, -0.841, -0.903)  0.191
H (1.941, 2.071, 0.336)  0.221
H (-1.513, -0.845, 1.386)  0.173
O (1.453, -1.071, 1.381)  -0.533
H (-3.394, -0.545, -0.085)  0.464
H (-1.587, 1.206, -0.148)  0.198
O (2.286, -1.897, -0.743)  -0.460
H (0.324, 2.798, 0.195)  0.209
C (0.950, 1.966, -0.125)  -0.411
C (-0.911, 0.388, -0.314)  -0.251
H (1.966, -1.846, 1.029)  0.498
H (-0.804, 0.270, -1.402)  0.191
H (1.028, 1.948, -1.210)  0.188
C (-1.473, -0.933, 0.278)  -0.067
N (0.367, 0.722, 0.338)  -0.260
H (-0.823, -1.791, 0.000)  0.187

Energy relative to the best compared isomer or geometry (same formula, charge and spin) ... 145.4 kcal/mol
LUMO energy ... 0.71 eV
Gap between HOMO and LUMO ... 10.396 eV
E_HOMO ... -9.7 eV
E ... -13864.7483 eV

---

# 2
Below is a molecular structure, C35H42F2N5PSSn, with properties calculated with wB97M-V/def2-TZVPD.

Last column: Löwdin charge in e.
Geometry (Å):
C (-3.394, -0.820, -1.304)  -0.591
H (-2.334, -3.192, 2.711)  0.072
H (2.394, 7.165, -0.019)  0.122
H (-0.715, -2.824, 2.066)  0.076
H (-1.795, -1.606, -2.504)  0.063
H (-4.584, -0.372, 3.250)  0.103
H (-2.415, 1.512, 0.923)  0.065
C (-4.242, -0.997, 2.426)  -0.061
C (2.740, -2.307, -0.972)  -0.135
C (3.537, 0.890, -2.734)  -0.101
C (0.785, 7.489, 1.363)  -0.051
H (3.147, -0.047, -3.107)  0.101
C (-2.882, -1.696, -2.445)  -0.084
H (4.903, -2.807, 0.723)  0.121
C (1.654, 6.707, 0.621)  -0.003
S (0.602, 2.964, 1.704)  0.968
C (2.102, -3.275, -3.522)  -0.251
H (-1.109, -4.856, -0.301)  0.104
C (1.445, -2.154, -3.023)  -0.056
H (0.707, -1.665, -3.641)  0.119
C (-3.263, 1.073, 1.451)  -0.087
H (-3.649, 1.349, -1.122)  0.071
C (-1.616, -3.418, 1.928)  -0.079
H (3.046, 5.060, -0.699)  0.143
C (3.352, -3.447, -1.512)  -0.193
C (1.584, 5.323, 0.704)  -0.234
H (-5.052, -1.050, 1.703)  0.074
H (3.424, -0.360, 3.897)  0.122
N (1.617, 2.429, 0.501)  -0.343
N (-0.834, -0.955, 0.009)  -0.320
H (6.037, 3.117, -3.058)  0.128
H (-4.164, 1.165, 0.855)  0.070
C (-2.190, -3.215, 0.532)  -0.566
F (4.260, -4.130, -0.808)  0.101
C (3.237, 2.602, -1.241)  -0.199
F (1.819, -3.696, -4.751)  0.117
C (4.409, 3.226, -1.668)  0.021
H (-0.834, 7.510, 2.764)  0.116
C (-3.076, 0.626, -1.689)  -0.094
H (-2.011, 0.841, -1.565)  0.027
H (-2.107, 0.378, 3.638)  0.099
Sn (0.751, 0.076, -0.735)  1.379
P (-2.356, -1.276, 0.261)  0.999
H (-4.062, -1.989, 2.829)  0.071
H (-0.976, 5.039, 2.905)  0.111
C (4.160, -2.132, 1.114)  0.035
C (1.761, -1.708, -1.763)  -0.231
C (-2.980, -0.378, 1.839)  -0.601
C (5.136, 2.647, -2.696)  -0.008
H (-1.497, -3.644, -1.502)  0.063
C (4.684, 1.464, -3.258)  -0.003
H (-3.314, 0.778, -2.739)  0.098
H (-5.286, -0.311, -0.345)  0.070
H (3.567, -4.808, -3.143)  0.149
H (-3.485, -4.893, 0.739)  0.107
N (2.839, 1.446, -1.763)  0.045
H (-1.715, -1.298, 3.366)  0.066
H (-3.905, -3.889, -0.633)  0.076
H (5.203, 0.998, -4.079)  0.123
H (-3.301, -1.351, -3.390)  0.101
H (-0.218, -3.333, -0.335)  0.062
C (-1.197, -3.785, -0.471)  -0.078
C (2.326, -0.376, 2.066)  -0.120
N (2.444, 4.545, -0.072)  0.138
H (-3.165, -2.738, -2.335)  0.072
H (-3.428, 1.653, 2.358)  0.099
C (-0.164, 6.896, 2.183)  -0.055
C (3.053, -3.936, -2.769)  0.107
H (-1.343, -4.468, 2.040)  0.104
C (-4.897, -0.988, -1.103)  -0.057
C (3.362, -0.750, 2.896)  -0.012
C (-0.246, 5.513, 2.267)  -0.084
H (0.852, 8.563, 1.297)  0.117
C (3.046, -1.761, 0.360)  -0.196
C (0.632, 4.731, 1.536)  -0.430
C (4.319, -1.620, 2.390)  -0.001
H (-5.407, -0.747, -2.036)  0.104
C (2.370, 3.202, -0.208)  -0.345
H (-0.917, -0.044, 2.405)  0.044
H (1.586, 0.346, 2.384)  0.079
C (-1.856, -0.348, 2.868)  -0.086
N (2.184, -0.852, 0.839)  -0.006
C (-3.559, -3.861, 0.397)  -0.061
H (-5.169, -2.005, -0.836)  0.074
H (5.176, -1.898, 2.982)  0.127
H (-4.311, -3.374, 1.012)  0.073
H (4.768, 4.132, -1.203)  0.124

Energy relative to the best compared isomer or geometry (same formula, charge and spin) ... 44.4 kcal/mol
LUMO energy (alpha / beta) ... -7.90 / -7.78 eV
Gap between HOMO and LUMO (alpha / beta) ... 4.575 / 4.718 eV
Charge ... +2
E_HOMO (alpha / beta) ... -12.5 / -12.5 eV
E ... -75803.4076 eV

---

# 3
Below is a molecular structure, C9H17CoN6O2PS, with properties calculated with wB97M-V/def2-TZVPD.

Last column: natural (NBO) charge in e.
Geometry (Å):
H (-1.899, -2.126, -0.901)  0.266
H (-4.270, -0.695, -1.113)  0.488
H (-4.153, -2.337, -0.727)  0.446
H (-2.119, -1.657, -2.590)  0.259
H (-2.226, 1.150, -3.335)  0.255
H (-2.011, 3.010, -1.736)  0.452
O (-1.029, 0.371, -0.020)  -1.178
P (-2.106, 0.311, -1.061)  2.165
O (-3.477, 0.835, -0.790)  -1.108
H (3.006, 4.369, -1.148)  0.418
C (-2.422, -1.443, -1.567)  -0.619
H (-0.368, 2.667, -1.552)  0.451
H (-0.545, 0.721, -2.930)  0.254
N (3.403, 1.469, 0.086)  -0.390
H (4.421, 3.379, -1.079)  0.430
C (1.410, -3.054, 3.438)  -0.111
S (1.030, 2.805, 0.020)  -0.355
N (-3.909, -1.635, -1.427)  -0.695
N (0.823, -0.856, 1.878)  -0.502
N (2.602, 0.596, 0.740)  -0.254
H (-4.362, -1.901, -2.302)  0.447
H (-0.988, 3.157, -3.026)  0.446
H (4.143, -0.670, 1.271)  0.240
Co (0.716, 0.765, 0.823)  1.088
H (1.640, -3.914, 4.052)  0.253
C (2.100, -1.289, 1.995)  0.150
C (-0.144, -1.484, 2.542)  0.070
H (-1.142, -1.081, 2.428)  0.221
C (2.753, 2.528, -0.319)  0.338
C (0.110, -2.590, 3.339)  -0.230
H (-0.699, -3.067, 3.872)  0.252
C (-1.467, 1.164, -2.555)  -0.613
C (3.081, -0.451, 1.301)  0.072
C (2.424, -2.393, 2.756)  -0.194
H (3.453, -2.716, 2.830)  0.253
N (3.419, 3.466, -0.994)  -0.752
N (-1.196, 2.593, -2.199)  -0.711

LUMO energy (alpha / beta) ... -6.27 / -6.25 eV
Gap between HOMO and LUMO (alpha / beta) ... 7.819 / 7.840 eV
Charge ... +2
2S+1 ... 2
E_HOMO (alpha / beta) ... -14.1 / -14.1 eV
E ... -80383.9355 eV

---

# 4
Below is C3H5N3S2 in the gas phase, with properties calculated with wB97M-V/def2-TZVPD.

Last column: natural (NBO) charge in e.
Geometry (Å):
C (-1.822, -0.977, -0.109)  -0.582
C (-0.473, -0.319, -0.050)  0.419
H (1.482, 2.053, 0.248)  0.425
N (0.645, -0.980, -0.028)  -0.488
H (-0.958, 1.623, -0.489)  0.419
N (1.040, 1.211, -0.168)  -0.429
S (3.280, -0.242, 0.086)  -0.192
S (-3.239, 0.139, 0.031)  -0.014
C (1.645, -0.026, -0.044)  0.192
H (-3.095, 0.382, 1.340)  0.132
H (-1.851, -1.788, 0.621)  0.263
N (-0.318, 1.025, 0.009)  -0.406
H (-1.905, -1.475, -1.069)  0.261

Energy relative to the best compared isomer or geometry (same formula, charge and spin) ... 12.6 kcal/mol
LUMO energy ... 0.32 eV
Gap between HOMO and LUMO ... 8.497 eV
E_HOMO ... -8.2 eV
E ... -29332.1608 eV

---

# 5
Below is C18H23N3O4S in the gas phase, with properties calculated with wB97M-V/def2-TZVPD.

Last column: natural (NBO) charge in e.
Geometry (Å):
H (8.164, -1.448, 0.775)  0.191
H (-4.510, -1.084, -1.566)  0.217
C (5.084, -0.602, -0.328)  0.017
C (7.130, -1.539, 0.469)  0.044
H (-2.106, -0.709, -1.926)  0.243
H (0.506, 3.666, 0.001)  0.219
C (-1.301, 2.930, -0.921)  -0.617
C (4.234, 0.554, -0.782)  -0.253
H (2.472, -0.102, 0.190)  0.425
H (-6.572, -0.676, -1.063)  0.173
H (-1.952, 3.006, -0.052)  0.211
H (1.372, 0.892, 2.029)  0.242
C (0.146, 2.757, -0.485)  -0.233
C (4.552, -1.886, -0.271)  -0.258
H (4.789, 1.494, -0.736)  0.241
N (6.625, -2.759, 0.524)  -0.421
H (0.774, 2.562, -1.363)  0.208
H (-1.625, 0.505, 2.113)  0.232
H (-1.618, 2.084, -1.524)  0.214
S (0.000, 0.153, -0.192)  2.314
C (-6.565, -2.681, -0.220)  -0.638
H (3.903, 0.382, -1.815)  0.209
C (-2.550, -0.529, -0.959)  -0.167
H (4.988, -3.935, 0.225)  0.192
H (6.864, 0.548, 0.034)  0.220
H (-6.708, -3.147, 0.751)  0.218
C (-3.902, -0.737, -0.746)  -0.271
O (0.281, 0.140, -1.601)  -0.943
H (-1.396, 3.836, -1.514)  0.220
C (-3.620, -0.040, 1.545)  -0.256
H (-5.586, -2.969, -0.597)  0.213
C (6.407, -0.430, 0.056)  -0.256
H (-7.656, -0.902, 0.325)  0.198
N (3.074, 0.703, 0.071)  -0.625
H (-7.327, -3.047, -0.902)  0.219
O (-5.754, -0.631, 0.843)  -0.484
H (-4.064, 0.144, 2.511)  0.232
O (0.703, -0.816, 0.615)  -0.960
O (3.364, 2.895, 0.557)  -0.628
C (-4.452, -0.492, 0.512)  0.325
H (3.527, -2.073, -0.557)  0.218
N (0.269, 1.671, 0.474)  -0.676
H (1.258, 2.676, 1.999)  0.228
C (-1.747, -0.082, 0.069)  -0.369
C (-2.275, 0.160, 1.326)  -0.149
C (1.389, 1.776, 1.392)  -0.309
C (2.726, 1.865, 0.643)  0.656
C (-6.679, -1.166, -0.088)  -0.065
C (5.363, -2.922, 0.163)  0.042

Energy relative to the best compared isomer or geometry (same formula, charge and spin) ... 60.6 kcal/mol
LUMO energy ... 0.58 eV
Gap between HOMO and LUMO ... 9.678 eV
E_HOMO ... -9.1 eV
E ... -42534.5603 eV

---

# 6
Below is C3H4FN3S in the gas phase, with properties calculated with wB97M-V/def2-TZVPD.

Last column: natural (NBO) charge in e.
Geometry (Å):
N (-0.098, 1.771, 0.094)  -0.806
H (-0.809, 1.356, -0.489)  0.369
H (-0.682, -1.531, 0.708)  0.392
N (3.505, 0.463, -0.174)  -0.688
S (2.555, 1.739, -0.006)  0.526
C (2.992, -0.675, -0.024)  0.614
C (0.955, -0.456, 0.162)  0.093
H (0.359, -2.466, -0.386)  0.417
F (3.622, -1.854, 0.026)  -0.311
C (0.966, 0.846, 0.130)  -0.105
H (0.249, 2.588, -0.398)  0.368
N (0.044, -1.513, 0.020)  -0.868

Energy relative to the best compared isomer or geometry (same formula, charge and spin) ... 70.8 kcal/mol
LUMO energy ... 0.61 eV
Gap between HOMO and LUMO ... 8.800 eV
E_HOMO ... -8.2 eV
E ... -21195.6048 eV